Run A
Here is the ion C4H16ClINO2P4S with charge -1 from the Open Molecules 2025 dataset. Energies are from ωB97M-V/def2-TZVPD.

Last columns: bonded neighbours and bond lengths (Å).
Geometry (Å):
1 C -3.0955 0.8950 0.6056  C2 1.523, H15 1.092, H16 1.093, H17 1.089
2 C -2.4126 -0.1733 -0.2380  C1 1.523, C3 1.524, H18 1.093, H19 1.094
3 C -1.0272 -0.6512 0.1803  C2 1.524, C4 1.538, P5 1.932, H20 1.086
4 C -0.8492 -2.0870 -0.3424  C3 1.538, H21 1.086, H22 1.095, H23 1.086
5 P 0.2960 0.5988 -0.4661  C3 1.932, I6 2.685, P7 2.406, P9 2.361, P12 2.388, H24 1.432
6 I 0.1241 -0.3428 -2.9746  P5 2.685
7 P 1.8275 2.1875 -1.4258  P5 2.406, S8 1.979, H25 1.402, H26 1.389
8 S 1.9315 4.0054 -0.6497  P7 1.979
9 P 2.2412 -0.5780 0.1720  P5 2.361, N10 1.708, O11 1.671
10 N 2.6893 -1.6037 -1.1185  P9 1.708, H27 1.014, H28 1.014
11 O 1.6128 -1.6174 1.3199  P9 1.671, H29 0.967
12 P 0.4365 1.9584 1.4921  P5 2.388, O13 1.638, Cl14 2.128
13 O 1.8630 1.5903 2.2091  P12 1.638, H30 0.967
14 Cl -0.7655 1.0388 2.9876  P12 2.128
15 H -4.1448 0.9614 0.3122  C1 1.092
16 H -3.0902 0.6221 1.6643  C1 1.093
17 H -2.6567 1.8847 0.4832  C1 1.089
18 H -2.3469 0.1704 -1.2736  C2 1.093
19 H -3.0828 -1.0381 -0.2522  C2 1.094
20 H -0.9697 -0.7557 1.2600  C3 1.086
21 H -1.4178 -2.2662 -1.2506  C4 1.086
22 H -1.2458 -2.7660 0.4192  C4 1.095
23 H 0.1882 -2.3696 -0.4940  C4 1.086
24 H -0.6945 1.5451 -0.8839  P5 1.432
25 H 3.0941 1.6021 -1.5585  P7 1.402
26 H 1.3971 2.2787 -2.7431  P7 1.389
27 H 2.3415 -2.5552 -1.0704  N10 1.014
28 H 3.7009 -1.6301 -1.1739  N10 1.014
29 H 2.3336 -1.8074 1.9350  O11 0.967
30 H 1.7219 0.9030 2.8748  O13 0.967

Computed properties:
HOMO energy: -3.78 eV
orbital gap: 6.53 eV
charge: -1
LUMO level: 2.7 eV

---

Run B
Here is the ion C4H16ClINO2P4S with charge -1 from the Open Molecules 2025 dataset. Energies are from ωB97M-V/def2-TZVPD.

Last columns: bonded neighbours and bond lengths (Å).
Geometry (Å):
1 C 3.2458 0.1026 0.7518  C2 1.521, H15 1.083, H16 1.069, H17 1.078
2 C 2.1757 1.0384 0.2110  C1 1.521, C3 1.544, H18 1.082, H19 1.079
3 C 0.6960 0.7861 0.5712  C2 1.544, C4 1.542, P5 1.927, H20 1.074
4 C 0.0559 2.1872 0.5083  C3 1.542, H21 1.071, H22 1.085, H23 1.080
5 P -0.0413 -0.4859 -0.6749  C3 1.927, I6 2.603, P7 2.367, P9 2.340, P12 2.340, H24 1.442
6 I -0.1349 1.2968 -2.5697  P5 2.603
7 P -0.8693 -1.9489 -2.3417  P5 2.367, S8 1.968, H25 1.408, H26 1.398
8 S -0.3074 -3.8320 -2.2395  P7 1.968
9 P -2.2719 -0.2871 0.0032  P5 2.340, N10 1.732, O11 1.684
10 N -3.0266 0.9302 -0.9712  P9 1.732, H27 1.014, H28 1.009
11 O -2.1627 0.3570 1.5554  P9 1.684, H29 0.970
12 P 0.1940 -2.3972 0.6540  P5 2.340, O13 1.667, Cl14 2.115
13 O -1.3382 -2.7925 1.1783  P12 1.667, H30 0.970
14 Cl 0.9909 -1.9249 2.5557  P12 2.115
15 H 4.2105 0.5732 0.6093  C1 1.083
16 H 3.1366 -0.0047 1.8099  C1 1.069
17 H 3.2814 -0.8588 0.2656  C1 1.078
18 H 2.2670 1.0795 -0.8662  C2 1.082
19 H 2.4435 2.0225 0.5639  C2 1.079
20 H 0.5675 0.5180 1.6027  C3 1.074
21 H 0.5792 2.8402 -0.1595  C4 1.071
22 H 0.1692 2.6285 1.4925  C4 1.085
23 H -1.0056 2.1748 0.3072  C4 1.080
24 H 1.2564 -0.8281 -1.2030  P5 1.442
25 H -2.2657 -1.8150 -2.4579  P7 1.408
26 H -0.3629 -1.4071 -3.5270  P7 1.398
27 H -3.1138 1.8314 -0.5151  N10 1.014
28 H -3.9584 0.6211 -1.2025  N10 1.009
29 H -2.9561 0.0381 2.0123  O11 0.970
30 H -1.4547 -2.4434 2.0759  O13 0.970

Computed properties:
HOMO energy: -3.71 eV
orbital gap: 6.52 eV
charge: -1
LUMO level: 2.8 eV

---

Which of them is the most stable, and which is the least stable? run A and run B, in that order.